[1]
Here is a cluster of 2 separate species, C2H6N2O2 in total from OMol25. Energies are from wB97M-V/def2-TZVPD.

Computed properties:
Orbital gap in eV: 11.15
SMILES: NC=O.NC=O
Net charge: 0
M in g mol⁻¹: 90.08

Cartesian coordinates (Å):
1 C -2.3933 4.8941 -0.7809
2 N -2.3655 4.2648 -2.0099
3 O -2.8549 4.4294 0.2236
4 H -1.8592 5.8622 -0.7863
5 H -1.7467 4.6955 -2.6849
6 H -3.1987 3.9126 -2.4729
7 C 2.3556 -4.4305 0.7787
8 N 2.4284 -4.8968 2.0604
9 O 3.2262 -3.7798 0.2638
10 H 1.4395 -4.7994 0.2976
11 H 3.3281 -4.9558 2.5062
12 H 1.6407 -5.1961 2.6047

Cartesian forces, eV/Å:
0.409 -0.217 -0.087
0.072 0.342 -0.908
-0.575 0.106 0.041
0.139 -0.106 0.082
-0.210 0.157 0.115
0.164 -0.283 0.759
-0.054 -0.461 0.846
0.341 -0.160 0.257
0.046 -0.070 -0.461
-0.195 0.478 -0.357
0.028 0.422 0.063
-0.165 -0.208 -0.348

Löwdin population analysis, charges in e, atoms 1 to 8: number 1, C, carries -0.423; number 2, N, carries 0.087; number 3, O, carries 0.035; number 4, H, carries 0.120; number 5, H, carries 0.080; number 6, H, carries 0.100; number 7, C, carries -0.429; number 8, N, carries 0.102

=====

[2]
Here is a cluster of 2 separate species, CH5OS in total in a non-equilibrium geometry from OMol25. Energies are from wB97M-V/def2-TZVPD.

Computed properties:
Orbital gap in eV: 6.87
Net charge: -1
M in g mol⁻¹: 65.12

Cartesian coordinates (Å):
1 O -0.2531 0.0309 -2.3291
2 H 0.0181 0.1820 -1.3876
3 C -0.0978 0.1258 1.3227
4 S 1.3728 -0.4122 0.3858
5 H -0.2642 1.2062 1.3389
6 H -0.9728 -0.3513 0.8518
7 H -0.2927 -0.2187 2.3535
8 H 0.4898 -0.5627 -2.5360

Cartesian forces, eV/Å:
0.541 -0.213 0.236
-0.094 -0.021 -0.227
-1.222 -0.621 -0.051
0.120 0.161 0.515
0.113 0.024 -0.146
-0.019 0.470 -0.271
0.992 0.007 0.075
-0.432 0.194 -0.131

Okay, here come the Löwdin numbers, in e, for every atom: number 1, O, carries -0.183; number 2, H, carries -0.091; number 3, C, carries -0.744; number 4, S, carries 0.066; number 5, H, carries -0.015; number 6, H, carries -0.020; number 7, H, carries -0.014; number 8, H, carries 0.001

=====

[3]
Here is a cluster of 2 separate species, C4H11NO in total in a non-equilibrium geometry from OMol25. Energies are from wB97M-V/def2-TZVPD.

Computed properties:
Orbital gap in eV: 10.83
SMILES: CC(N)=O.CC
Net charge: 0
M in g mol⁻¹: 89.14

Cartesian coordinates (Å):
1 C -1.0752 2.0249 1.7088
2 C -0.3626 0.6727 1.8403
3 H -1.5752 1.9563 0.7494
4 H -1.8203 2.2249 2.4776
5 H -0.3617 2.8404 1.6942
6 H -0.9774 -0.1256 1.3844
7 H 0.6063 0.6682 1.3462
8 H -0.3233 0.2976 2.8681
9 C -0.9375 -0.9693 -1.2484
10 C 0.5062 -0.6342 -1.0534
11 O 1.0469 0.2409 -1.6909
12 N 1.2252 -1.3903 -0.1326
13 H -1.4983 -1.4286 -0.4359
14 H -1.0321 -1.6762 -2.0804
15 H 2.2059 -1.2028 -0.1057
16 H 0.7833 -2.1328 0.3839
17 H -1.4479 -0.1009 -1.6766

Cartesian forces, eV/Å:
0.181 -0.661 -0.259
-0.948 -0.686 0.464
-0.218 0.631 -0.199
0.030 -0.152 0.030
0.020 0.189 -0.017
0.264 0.451 -0.161
-0.017 -0.020 0.264
0.613 0.433 0.071
-0.839 -0.264 -1.067
0.766 -0.655 0.866
0.083 0.174 -0.100
-1.251 0.468 -1.019
0.250 0.282 0.248
0.377 -0.193 0.076
0.303 -0.179 0.242
0.321 0.105 -0.028
0.065 0.076 0.589

Löwdin population analysis, charges in e, atoms 1 to 8: number 1, C, carries -0.149; number 2, C, carries -0.175; number 3, H, carries 0.054; number 4, H, carries 0.062; number 5, H, carries 0.060; number 6, H, carries 0.044; number 7, H, carries 0.052; number 8, H, carries 0.063

=====

[4]
Here is an isolated molecule of C10H10N2O3 in a non-equilibrium geometry from OMol25. Energies are from wB97M-V/def2-TZVPD.

Computed properties:
Orbital gap in eV: 6.42
SMILES: O=C1OCC/C1=N\Nc1ccccc1O
Net charge: 0
M in g mol⁻¹: 206.20

Cartesian coordinates (Å):
1 O 0.3683 3.4618 -1.7587
2 N 0.2532 0.6839 -1.2008
3 O 1.5998 0.7449 1.1622
4 O -1.9248 3.4850 -1.6364
5 C -0.7119 2.8831 -1.4943
6 C -0.7820 1.5138 -1.2320
7 C 2.1654 -2.5846 2.2499
8 C 1.6426 -3.3169 1.2069
9 C 2.1500 -1.2062 2.2039
10 C 1.0378 -2.6257 0.0759
11 C 1.5078 -0.5901 1.1426
12 C 0.8838 -1.2775 0.0701
13 N 0.2277 -0.6945 -0.9721
14 C -2.9237 2.6115 -0.9579
15 C -2.2268 1.3060 -0.9472
16 H 1.1597 1.0830 0.3084
17 H 2.8106 -3.0932 2.9502
18 H 1.6734 -4.3599 1.5006
19 H 2.6425 -0.7466 3.0320
20 H 0.5984 -3.2024 -0.6922
21 H 0.0613 -1.1552 -1.8185
22 H -3.2014 2.9913 0.1082
23 H -3.9396 2.5498 -1.5054
24 H -2.6937 0.7071 -1.7766
25 H -2.3783 0.8318 -0.0189

Cartesian forces, eV/Å:
-3.522 -1.140 0.962
-0.525 3.662 0.374
-1.294 1.922 -1.874
-0.531 -0.797 1.252
5.077 5.423 -2.849
0.228 -5.942 1.414
0.647 -0.028 -0.959
-0.752 1.061 -0.427
-0.622 -1.290 -0.376
0.724 -2.703 2.678
0.448 0.508 0.499
1.990 -0.081 1.351
-2.613 2.270 0.011
-1.407 1.728 0.452
-1.070 -2.440 -1.702
1.166 -0.216 1.476
-0.389 -0.064 0.523
-0.306 -0.389 -1.477
0.062 1.149 -0.064
-0.376 -0.606 -0.818
-0.236 -1.193 -0.928
0.926 -0.287 -1.868
1.957 0.537 0.451
0.519 0.034 0.901
-0.102 -1.118 0.998

Löwdin population analysis, charges in e, atoms 1 to 8: number 1, O, carries 0.121; number 2, N, carries 0.117; number 3, O, carries 0.042; number 4, O, carries 0.049; number 5, C, carries -0.417; number 6, C, carries -0.161; number 7, C, carries -0.133; number 8, C, carries -0.080

=====

[5]
Here is an isolated molecule of C5H13N3 in a non-equilibrium geometry from OMol25. Energies are from wB97M-V/def2-TZVPD.

Computed properties:
Orbital gap in eV: 9.33
SMILES: [H]/N=C(\C)[C@@H](N)[C@@H](C)N
Net charge: 0
M in g mol⁻¹: 115.18

Cartesian coordinates (Å):
1 C 1.9526 0.4988 -1.2220
2 C 1.1523 -0.2405 -0.1746
3 N 0.0291 1.3460 0.8594
4 N 1.7360 -1.0254 0.6910
5 H 0.5874 2.0735 0.4199
6 H 0.2384 0.8526 1.7272
7 H 2.7395 -1.1024 0.4999
8 H 1.3062 1.0097 -1.9392
9 H 2.6034 -0.1993 -1.7530
10 H 2.5736 1.2526 -0.7277
11 C -2.2736 0.3337 0.9801
12 N -0.7840 -1.8697 -0.0976
13 C -0.4124 -0.5546 -0.6135
14 C -1.1328 0.6326 0.0243
15 H -0.3881 -2.5918 -0.6954
16 H -0.3085 -2.0014 0.8029
17 H -0.4665 -0.5170 -1.7044
18 H -1.4458 1.3508 -0.7373
19 H -3.0835 -0.1763 0.4471
20 H -2.6635 1.2568 1.4211
21 H -1.9598 -0.3287 1.7918

Cartesian forces, eV/Å:
-0.118 0.587 0.370
0.130 -2.961 -1.023
-2.644 -0.558 -1.114
-1.080 0.555 -1.429
-0.293 -0.485 0.760
0.327 0.835 -0.615
-0.157 0.645 0.483
0.084 -0.022 -0.037
-0.083 0.038 0.008
0.087 -0.082 -0.183
-0.204 -0.107 -0.214
-0.248 0.255 -0.173
2.160 -0.306 1.629
1.966 1.571 1.764
-0.103 0.206 0.072
-0.144 0.102 -0.388
-0.025 -0.227 0.103
0.040 -0.016 0.141
0.124 0.043 0.112
0.139 -0.121 -0.146
0.042 0.051 -0.120

Löwdin population analysis, charges in e, atoms 1 to 8: number 1, C, carries -0.064; number 2, C, carries -0.423; number 3, N, carries 0.036; number 4, N, carries 0.066; number 5, H, carries 0.075; number 6, H, carries 0.088; number 7, H, carries 0.042; number 8, H, carries 0.072

=====

[6]
Here is a cluster of 5 separate species, CH11NO4 in total in a non-equilibrium geometry from OMol25. Energies are from wB97M-V/def2-TZVPD.

Computed properties:
Orbital gap in eV: 9.55
SMILES: C=N.O.O.O.O
Net charge: 0
M in g mol⁻¹: 101.10

Cartesian coordinates (Å):
1 C 0.4228 -2.2206 5.2224
2 N 1.0346 -2.3278 6.3267
3 H 0.0046 -3.1114 4.6453
4 H 0.0267 -1.3254 4.8809
5 H 1.2718 -1.6427 6.9227
6 H 1.4040 2.1034 -4.0442
7 H 1.1897 0.5275 -3.8068
8 O 1.2934 1.3765 -3.4985
9 H 0.0574 -1.0758 -3.5026
10 H -0.4684 -0.4198 -4.7672
11 O 0.3027 -0.8614 -4.4618
12 H -0.8491 1.7258 -2.3070
13 H -2.2213 1.3666 -2.8124
14 O -1.8694 1.6929 -2.0190
15 H -0.0425 1.8671 0.7226
16 H -1.2110 1.1289 1.1560
17 O -0.3460 1.1961 1.3427

Cartesian forces, eV/Å:
-0.375 -1.610 1.632
-1.070 -5.009 -3.248
1.217 0.739 0.837
-0.478 2.107 -0.946
0.709 3.781 1.715
0.346 1.240 -2.140
-0.207 -2.566 -2.349
-0.086 1.918 4.591
0.520 0.163 -1.948
-1.094 0.626 -0.659
0.326 -1.362 2.606
-3.006 0.020 1.163
-1.264 -0.704 -1.691
4.481 0.671 0.477
0.203 -0.053 0.094
-4.986 -0.562 -0.953
4.765 0.602 0.819

Löwdin population analysis, charges in e, atoms 1 to 8: number 1, C, carries -0.127; number 2, N, carries 0.041; number 3, H, carries 0.080; number 4, H, carries 0.025; number 5, H, carries -0.019; number 6, H, carries 0.011; number 7, H, carries -0.066; number 8, O, carries -0.001

=====

[7]
Here is a cluster of 2 separate species, C2HFO in total in a non-equilibrium geometry from OMol25. Energies are from wB97M-V/def2-TZVPD.

Computed properties:
Orbital gap in eV: 9.14
Net charge: 0
M in g mol⁻¹: 60.03

Cartesian coordinates (Å):
1 C -0.7873 -0.3017 -0.2881
2 C 1.7595 -2.6923 -1.3565
3 O 1.1172 -1.9041 -0.8380
4 F -1.1796 -1.0639 0.7390
5 H -0.8183 0.8068 0.1303

Cartesian forces, eV/Å:
-1.094 0.849 0.839
-1.154 1.377 0.860
1.696 -1.776 -0.884
0.480 1.066 -0.807
0.071 -1.515 -0.008

Okay, here come the Löwdin numbers, in e, for every atom: number 1, C, carries 0.084; number 2, C, carries 0.028; number 3, O, carries -0.055; number 4, F, carries -0.075; number 5, H, carries 0.018

=====

[8]
Here is a structure of composition C5H8O from OMol25. Energies are from wB97M-V/def2-TZVPD.

Computed properties:
Orbital gap in eV: 8.42
Net charge: 0
M in g mol⁻¹: 84.12

Cartesian coordinates (Å):
1 O 0.3148 -0.4059 1.5963
2 C -0.0397 -0.2631 0.2565
3 C 0.7724 -1.0482 -0.7306
4 C 1.4338 0.2829 -0.8279
5 C -0.3334 1.2970 -0.1043
6 C -1.4119 0.2760 0.0098
7 H -0.0323 -1.2533 1.9045
8 H 1.2900 -1.8707 -0.2326
9 H 0.2364 -1.3895 -1.6193
10 H 2.0899 0.3707 0.0548
11 H -0.1503 1.9218 0.7628
12 H -0.2142 1.7948 -1.0535
13 H -2.0447 0.3106 0.8900
14 H -1.9107 -0.0231 -0.9066

Cartesian forces, eV/Å:
0.019 -0.025 0.130
-0.098 -0.240 -0.092
-0.069 -0.046 -0.081
0.283 -0.135 -0.040
-0.126 0.497 0.003
-0.133 -0.069 -0.052
0.031 0.111 -0.053
-0.059 0.139 0.016
0.054 0.050 0.104
-0.126 0.010 -0.085
-0.015 -0.130 -0.054
0.039 -0.152 0.171
0.115 -0.049 -0.070
0.084 0.037 0.103

Löwdin population analysis, charges in e, atoms 1 to 8: number 1, O, carries 0.016; number 2, C, carries -0.539; number 3, C, carries -0.202; number 4, C, carries 0.047; number 5, C, carries -0.079; number 6, C, carries -0.067; number 7, H, carries 0.118; number 8, H, carries 0.114

=====

HOMO energy across the listed records, respectively: -10.191, -2.497, -9.966, -7.626, -8.425, -9.421, -9.532, -7.638 eV.
ΔE to the lowest compared entry with this formula, charge and spin across the listed records, respectively: 0.883, 0.197, 0.332, 3.598, 2.014, 2.736, 2.358, 5.267 eV.
Electronic energy across the listed records, respectively: -9246.435, -14001.608, -7864.222, -19651.195, -9864.353, -10893.289, -6850.669, -7356.988 eV.